Formula: C21H43N2P3S2Tb
Source: OMol25
Level of theory: ωB97M-V/def2-TZVPD

ORCA input file:
```
! wB97M-V def2-TZVPD RIJCOSX def2/J DEFGRID3
* xyz 3 7
Tb -0.189 -0.180 0.173
S 0.274 0.303 -2.174
S -1.795 1.419 1.570
P -2.646 -0.374 -1.366
P -0.001 -2.848 0.489
P 2.276 0.196 1.664
N -1.672 -0.736 3.380
N -1.069 1.204 4.143
C 0.801 2.651 -5.386
C -1.337 0.403 5.242
C 0.663 -0.107 -4.875
C -1.694 -0.812 4.758
C -0.544 2.563 4.168
C 0.992 1.736 -6.428
C 0.580 -3.170 2.194
C 3.693 -0.835 1.113
C -1.382 0.552 2.995
C 0.529 0.806 -3.804
C -3.886 -0.766 -0.105
C 0.564 2.192 -4.091
C 1.356 3.700 -0.614
C 2.139 -0.286 3.447
C 1.141 -3.735 -0.628
C -1.642 -3.643 0.393
C -3.378 1.115 -2.133
C -2.946 -1.488 -2.774
C 2.487 3.679 -1.338
C 3.035 1.852 1.886
C 0.894 0.370 -6.168
H 0.000 -2.578 2.919
H -4.036 0.800 -2.958
H -1.267 0.767 6.258
H -3.886 -1.229 -3.275
H 3.133 -0.548 3.843
H 3.490 3.374 -0.997
H -2.559 1.715 -2.540
H -1.587 -4.699 0.688
H 0.590 -1.171 -4.685
H 1.711 0.546 4.021
H 1.008 -0.327 -6.996
H -1.195 3.229 3.589
H 3.423 -1.899 1.113
H 3.976 -0.564 0.087
H -2.355 -3.142 1.067
H 4.547 -0.679 1.785
H 0.848 3.724 -5.593
H -1.855 -1.510 2.741
H -3.924 1.717 -1.400
H -3.750 -0.113 0.770
H 2.372 3.888 -2.406
H -3.755 -1.791 0.245
H -2.061 -3.567 -0.621
H -0.472 2.887 5.210
H 2.152 -3.297 -0.568
H 4.107 1.762 2.114
H -4.872 -0.622 -0.552
H -2.026 -1.701 5.244
H 1.626 -2.861 2.312
H 0.460 2.627 3.721
H 0.452 2.904 -3.271
H 0.499 -4.224 2.483
H -2.162 -1.334 -3.523
H 1.467 -1.143 3.563
H 1.209 3.508 0.451
H 1.201 2.093 -7.440
H 2.557 2.370 2.729
H 0.808 -3.609 -1.672
H 1.344 -0.012 -1.157
H 2.890 2.460 0.983
H -2.957 -2.531 -2.459
H 0.412 3.826 -1.167
H 1.191 -4.807 -0.387
*
```

Values from the calculation:
Electronic energy, Eh: -3579.4150
HOMO level (alpha / beta), eV: -17.09 / -17.20

Formula: CH6N4OS
Source: OMol25
Level of theory: ωB97M-V/def2-TZVPD

ORCA input file:
```
! wB97M-V def2-TZVPD RIJCOSX def2/J DEFGRID3
* xyz 0 1
S 1.373 -1.668 -0.409
O 2.067 1.201 -0.264
N 0.720 1.567 0.045
N -2.247 -0.603 -0.062
N -1.335 0.508 -0.443
N 0.375 -0.740 0.773
C -0.146 0.394 0.039
H -2.439 -0.999 -1.010
H 2.455 -1.977 0.742
H 0.469 2.032 -0.893
H -3.228 -0.099 0.088
H 2.417 1.610 0.453
H -0.481 -1.226 0.941
*
```

Values from the calculation:
Electronic energy, Eh: -733.9849
HOMO level, eV: -9.11
Structure (SMILES): N/N=C(/NO)NS

Among the records above, which one has the highest electronic energy?
CH6N4OS

Look up the electronic energy of the second one.
-733.9849 Eh